(1)
{
  "formula": "C33H33F5N5NbO13P",
  "method": "ωB97M-V/def2-TZVPD",
  "species": ["Nb", "P", "F", "F", "F", "F", "F", "O", "O", "O", "O", "O", "O", "O", "O", "O", "O", "O", "O", "O", "N", "N", "N", "N", "N", "C", "C", "C", "C", "C", "C", "C", "C", "C", "C", "C", "C", "C", "C", "C", "C", "C", "C", "C", "C", "C", "C", "C", "C", "C", "C", "C", "C", "C", "C", "C", "C", "C", "H", "H", "H", "H", "H", "H", "H", "H", "H", "H", "H", "H", "H", "H", "H", "H", "H", "H", "H", "H", "H", "H", "H", "H", "H", "H", "H", "H", "H", "H", "H", "H", "H"],
  "xyz": [[-6.99, 0.22, 2.67], [-4.01, -1.65, 2.50], [-9.34, -2.26, 3.68], [-7.56, -3.45, 3.10], [-9.27, -1.28, 0.92], [-7.29, -2.30, 0.76], [-9.45, -3.64, 1.95], [-4.21, -2.92, 1.52], [0.97, 1.01, -0.15], [-2.57, -1.34, 2.77], [-6.83, 2.93, -1.01], [-1.00, 0.42, -0.74], [7.49, 2.25, -1.81], [7.37, 3.98, -0.56], [1.51, 1.48, 5.99], [-4.82, -2.26, 3.75], [-0.45, 0.93, 5.29], [5.66, 0.00, -1.33], [-8.63, 1.96, -1.65], [5.86, -2.12, -1.57], [0.20, 0.34, -0.80], [7.06, 3.35, -1.55], [-7.43, 2.06, -1.59], [6.12, -1.07, -1.02], [0.76, 0.90, 5.22], [-8.13, -1.61, 1.67], [7.40, 0.10, 0.72], [-0.11, -1.48, -2.41], [2.66, -1.77, -2.67], [-5.19, -0.93, -3.56], [4.24, 5.04, -4.17], [4.67, 5.76, -3.06], [0.42, -2.45, -3.25], [1.17, -1.30, 2.25], [1.37, 0.10, 4.15], [-6.58, -0.94, -3.62], [2.56, -1.38, 2.17], [7.07, -1.10, 0.11], [5.67, 3.21, -3.56], [2.76, 0.03, 4.10], [0.77, -0.68, -1.71], [-4.53, 0.07, -2.84], [-6.64, 1.02, -2.28], [-7.31, 0.03, -2.97], [7.59, -2.31, 0.51], [8.48, -2.33, 1.57], [3.35, -0.72, 3.10], [1.79, -2.59, -3.38], [8.84, -1.14, 2.20], [-4.99, -0.37, 1.78], [2.14, -0.80, -1.82], [-8.63, -2.74, 2.60], [5.60, 5.22, -2.20], [0.56, -0.56, 3.24], [-5.26, 1.06, -2.20], [4.74, 3.77, -4.42], [6.09, 3.95, -2.47], [8.30, 0.07, 1.77], [3.02, -1.97, 1.38], [-0.25, -3.09, -3.80], [-0.52, -0.51, 3.29], [6.07, 2.22, -3.72], [0.55, -1.82, 1.53], [-8.39, 0.03, -2.99], [-8.68, 0.62, 3.21], [2.19, -3.35, -4.04], [-3.46, 0.08, -2.78], [-6.84, -0.48, 4.37], [2.80, -0.15, -1.25], [4.27, 6.75, -2.87], [4.39, 3.20, -5.27], [-4.62, -1.70, -4.06], [-4.36, 0.53, 1.74], [3.50, 5.47, -4.83], [9.53, -1.16, 3.02], [4.42, -0.79, 3.04], [-7.09, -1.73, -4.16], [8.57, 0.99, 2.26], [-7.49, 1.23, 1.22], [-5.18, -0.68, 0.74], [8.90, -3.27, 1.90], [3.73, -1.88, -2.76], [-5.04, -1.58, 4.40], [-6.55, 1.85, 3.34], [6.98, 1.03, 0.36], [-1.17, -1.36, -2.29], [7.30, -3.22, 0.00], [-4.77, 1.83, -1.62], [5.95, 5.76, -1.33], [3.35, 0.56, 4.83], [-5.14, -3.16, 1.44]],
  "lowdin_charge": [1.151, 0.346, 0.070, 0.090, -0.046, -0.055, 0.095, -0.155, 0.081, -0.310, 0.058, 0.079, 0.063, 0.076, 0.053, -0.203, 0.099, 0.073, 0.066, 0.067, -0.358, -0.346, -0.368, -0.335, -0.358, -0.457, 0.003, -0.004, -0.061, -0.079, -0.070, -0.064, -0.069, -0.063, -0.138, -0.070, -0.080, -0.143, 0.002, -0.013, -0.145, -0.065, -0.147, -0.001, -0.004, -0.068, -0.078, -0.073, -0.071, -0.440, 0.000, -0.534, -0.001, 0.017, -0.001, -0.062, -0.144, -0.055, 0.100, 0.105, 0.091, 0.119, 0.112, 0.119, -0.137, 0.104, 0.093, -0.121, 0.109, 0.108, 0.108, 0.101, 0.018, 0.107, 0.106, 0.095, 0.104, 0.111, -0.107, 0.006, 0.106, 0.082, 0.017, -0.148, 0.103, 0.111, 0.118, 0.122, 0.119, 0.113, 0.053],
  "homo_ev": -5.96,
  "lumo_ev": 0.45,
  "gap_ev": 6.410,
  "charge": -1,
  "e_tot_ha": -3426.37476
}


(2)
{
  "formula": "C33H33N7NiO2P",
  "method": "ωB97M-V/def2-TZVPD",
  "species": ["Ni", "P", "O", "O", "N", "N", "N", "N", "N", "N", "N", "C", "C", "C", "C", "C", "C", "C", "C", "C", "C", "C", "C", "C", "C", "C", "C", "C", "C", "C", "C", "C", "C", "C", "C", "C", "C", "C", "C", "C", "C", "C", "C", "C", "H", "H", "H", "H", "H", "H", "H", "H", "H", "H", "H", "H", "H", "H", "H", "H", "H", "H", "H", "H", "H", "H", "H", "H", "H", "H", "H", "H", "H", "H", "H", "H", "H"],
  "xyz": [[-0.33, -0.09, -0.94], [1.64, -1.50, -0.38], [0.39, -2.56, -3.92], [-0.58, -1.81, -2.04], [-2.10, 0.70, -1.92], [0.34, 0.69, -3.16], [-3.26, 0.95, -3.78], [-1.33, -0.46, 0.74], [-2.06, -0.99, 3.02], [0.87, 3.88, -1.28], [0.45, 1.80, -0.60], [5.73, -1.40, -0.03], [4.45, -1.72, -0.43], [-2.07, 0.65, -3.22], [5.87, -0.35, 0.88], [-5.30, 1.80, -0.36], [0.57, -4.92, 2.43], [3.54, 0.10, 0.85], [0.69, 2.14, -3.08], [0.87, 4.98, 1.03], [2.02, -3.14, 1.83], [-0.20, -4.71, 1.27], [-3.40, 1.08, -1.57], [0.50, 2.61, 0.51], [0.68, 4.69, 2.37], [-5.48, 1.64, -2.75], [-2.04, -2.43, 3.45], [0.43, 3.38, 2.77], [0.75, 3.95, 0.11], [-6.03, 1.98, -1.53], [1.79, -2.31, -2.01], [0.70, 2.56, -1.62], [3.36, -1.00, 0.02], [0.16, -3.71, 0.40], [4.80, 0.36, 1.31], [0.43, -2.27, -2.74], [0.38, 2.31, 1.86], [-0.82, 0.43, -4.03], [-3.97, 1.47, -0.39], [-4.15, 1.20, -2.76], [1.26, -2.89, 0.71], [-1.74, 0.01, 4.07], [-1.70, -0.71, 1.80], [1.69, -4.13, 2.74], [6.60, -1.97, -0.36], [-3.41, 0.94, -4.76], [-3.35, 1.45, 0.53], [2.09, -3.33, -1.88], [-0.80, 1.08, -4.90], [0.27, -5.75, 3.07], [0.25, 1.28, 2.13], [2.90, -2.52, 2.04], [0.74, 5.51, 3.12], [1.07, 5.98, 0.68], [-6.04, 1.74, -3.63], [0.34, 3.10, 3.80], [-2.52, 0.01, 4.80], [-1.03, -5.37, 1.05], [1.68, 2.29, -3.49], [-0.42, -3.57, -0.48], [-7.07, 2.22, -1.52], [-0.77, -0.63, -4.36], [-1.69, 0.99, 3.60], [6.86, -0.04, 1.17], [4.31, -2.51, -1.18], [-0.78, -0.26, 4.49], [-2.86, -2.61, 4.14], [2.27, -4.38, 3.66], [2.71, 0.71, 1.26], [1.17, 4.62, -1.95], [1.12, 0.16, -3.53], [-2.18, -3.00, 2.57], [2.53, -1.80, -2.60], [4.96, 1.19, 2.00], [-5.73, 2.10, 0.60], [-1.04, -2.66, 3.83], [0.02, 2.80, -3.57]],
  "lowdin_charge": [0.480, 1.074, 0.047, -0.174, 0.129, -0.041, 0.183, 0.191, -0.156, 0.173, 0.098, -0.053, -0.099, -0.277, -0.079, -0.087, -0.084, -0.105, -0.067, -0.014, -0.106, -0.089, -0.193, -0.220, -0.076, -0.001, 0.009, -0.077, -0.163, -0.076, -0.231, -0.274, -0.376, -0.087, -0.102, -0.710, -0.027, -0.098, -0.033, -0.166, -0.348, -0.005, -0.227, -0.074, 0.116, 0.166, 0.109, 0.098, 0.127, 0.107, 0.081, 0.109, 0.126, 0.115, 0.097, 0.095, 0.087, 0.110, 0.131, 0.093, 0.103, 0.126, 0.083, 0.108, 0.115, 0.093, 0.097, 0.123, 0.102, 0.195, 0.112, 0.075, 0.080, 0.116, 0.110, 0.089, 0.116],
  "homo_ev": [-10.58, -11.12],
  "multiplicity": 3,
  "lumo_ev": [-1.88, -1.90],
  "gap_ev": [8.693, 9.228],
  "charge": 1,
  "s2": 2.01,
  "e_tot_ha": -3660.67223
}


For the records above, the corresponding energy relative to the best compared isomer or geometry (same formula, charge and spin) values read 0.0; 0.0 kJ/mol.